(1)
{
  "formula": "C2H5OZn",
  "method": "ωB97M-V/def2-TZVPD",
  "elements": ["C", "C", "H", "H", "H", "H", "Zn", "O", "H"],
  "coordinates": [[-0.408513, -0.440584, 0.169002], [0.778048, 0.527965, 0.391617], [-0.306171, -0.932995, 1.166368], [-1.450769, -0.767129, 0.379032], [0.917037, 0.758666, 1.462279], [0.639056, 1.517547, -0.070966], [-0.538994, -1.125273, -2.022005], [-1.381075, 0.382562, -1.615576], [1.751381, 0.079242, 0.140249]],
  "atomic_forces_ev_per_a": [[1.1817, -1.9786, 3.0097], [-1.0144, 1.4408, 0.0375], [1.3624, -1.6744, -0.5099], [-0.4340, 2.4530, -1.3080], [-0.4053, -0.2702, -0.1463], [0.2492, -0.4951, -0.3470], [0.7348, -0.9274, 0.6743], [-1.0832, 1.4600, -1.0004], [-0.5913, -0.0079, -0.4100]],
  "spin_multiplicity": 2,
  "energy_ev": -52612.927,
  "lumo_energy_ev": [-1.2, -1.4]
}



(2)
{
  "formula": "C4H12O4",
  "method": "ωB97M-V/def2-TZVPD",
  "elements": ["C", "C", "C", "C", "O", "H", "H", "H", "H", "H", "H", "H", "H", "H", "H", "O", "O", "O", "H", "H"],
  "coordinates": [[1.133820, -1.160629, 0.047376], [0.650176, 2.231478, -1.412136], [1.146761, -1.129358, 1.382535], [0.111925, -1.875298, -0.767866], [-0.354447, 1.265561, -1.231599], [1.929822, -0.686636, -0.511118], [0.995364, 2.149481, -2.438768], [1.495897, 2.058510, -0.736848], [0.269612, 3.246183, -1.248600], [1.972521, -0.702685, 1.931774], [0.457074, -1.738507, 1.952603], [-0.125321, 0.222571, 1.535039], [0.584221, -2.670752, -1.344647], [-0.340607, -1.178402, -1.474971], [-0.672141, -2.293168, -0.140840], [-2.033977, 0.304239, 1.947789], [-0.864773, 0.941028, 1.535039], [-2.562093, -0.457384, 0.900946], [-3.121281, 0.146353, 0.385960], [-0.672554, 1.327416, -0.311670]],
  "atomic_forces_ev_per_a": [[-0.0761, -0.3030, 0.2947], [0.0605, 0.1956, 0.0805], [0.5981, -0.6238, -0.2876], [-0.0963, 0.1725, -0.0220], [-0.4194, -0.0900, 0.3036], [0.0592, 0.2584, 0.0107], [0.0925, 0.0496, -0.0693], [0.0569, 0.0735, -0.0489], [0.0981, -0.0155, -0.0374], [0.0399, 0.2312, 0.0262], [-0.2781, 0.0953, 0.0534], [-1.4099, 0.9813, -0.0169], [0.0258, -0.0748, -0.0153], [0.0034, -0.0316, 0.0047], [-0.0210, -0.0776, 0.0105], [-0.3130, 0.0190, 0.6848], [1.2228, -0.5215, -0.3224], [0.1298, -0.4699, -0.4910], [0.1209, 0.2589, 0.1997], [0.1060, -0.1275, -0.3580]],
  "spin_multiplicity": 1,
  "energy_ev": -12526.298,
  "lumo_energy_ev": 0.9,
  "smiles": "C=CC.OOO.CO"
}